{
  "formula": "C3H2O4S",
  "method": "ωB97M-V/def2-TZVPD",
  "symbols": ["S", "O", "O", "O", "O", "C", "C", "C", "H", "H"],
  "coordinates": [[-0.794, -1.409, 0.990], [1.692, 1.313, -0.085], [-1.923, -0.179, -1.457], [-0.284, 1.290, -1.795], [1.765, -0.075, 1.623], [-0.152, -0.215, 0.124], [-0.877, 0.304, -1.133], [1.191, 0.411, 0.547], [1.198, -0.773, 2.010], [0.536, 1.529, -1.369]],
  "forces_ev_per_angstrom": [[0.2, 0.3, -0.2], [0.0, -0.1, 0.1], [0.3, 0.2, 0.0], [-1.2, -0.5, -0.6], [0.1, -0.1, 0.2], [0.2, -0.3, 0.4], [-0.2, 0.0, 0.0], [-0.3, 0.1, -0.4], [0.0, 0.0, -0.1], [1.1, 0.3, 0.6]],
  "lowdin_charge": [0.960, 0.122, 0.106, 0.150, 0.117, -0.494, -0.553, -0.528, 0.058, 0.060],
  "smiles": "O=C(O)C(=S)C(=O)O",
  "multiplicity": 1,
  "homo_ha": -0.3827,
  "gap_ha": 0.2889,
  "e_tot_ha": -814.6711,
  "e_lumo_ev": -2.55
}

***

{
  "formula": "C3H2OS",
  "method": "ωB97M-V/def2-TZVPD",
  "symbols": ["S", "O", "C", "C", "C", "H", "H"],
  "coordinates": [[-2.015, -0.946, 0.007], [-0.706, 1.407, 0.012], [1.682, -0.832, -0.029], [-0.769, 0.084, -0.041], [0.539, -0.389, 0.077], [-1.516, 1.869, -0.016], [2.786, -1.192, -0.010]],
  "forces_ev_per_angstrom": [[-0.6, 0.4, -0.3], [1.3, 0.1, -0.2], [0.1, 0.3, 0.6], [-0.5, 0.0, 1.0], [4.5, -2.0, -0.9], [-2.0, 0.4, -0.1], [-2.9, 0.9, -0.1]],
  "lowdin_charge": [0.754, 0.053, 0.148, -0.953, -0.184, 0.093, 0.089],
  "smiles": "C#CC(O)=S",
  "multiplicity": 1,
  "homo_ha": -0.3349,
  "gap_ha": 0.3163,
  "e_tot_ha": -588.8442,
  "e_lumo_ev": -0.51
}

***

{
  "formula": "C3H2S2",
  "method": "ωB97M-V/def2-TZVPD",
  "symbols": ["S", "S", "C", "C", "C", "H", "H"],
  "coordinates": [[0.205, 2.814, -0.032], [-3.904, -0.101, -0.001], [-2.351, 0.001, 0.084], [-1.049, 0.197, -0.145], [-0.073, 1.216, 0.139], [0.888, 0.593, 0.410], [-0.720, -0.804, -0.482]],
  "forces_ev_per_angstrom": [[-1.1, -0.8, 0.2], [0.8, -0.3, 0.5], [-0.1, 1.8, -1.1], [-2.1, -1.4, 0.3], [3.4, -1.2, 0.3], [-1.5, 1.4, -0.3], [0.7, 0.6, 0.2]],
  "lowdin_charge": [0.647, 0.799, -0.651, -0.269, -0.725, 0.077, 0.122],
  "smiles": "S=C=CC=S",
  "multiplicity": 1,
  "homo_ha": -0.3194,
  "gap_ha": 0.2846,
  "e_tot_ha": -911.7890,
  "e_lumo_ev": -0.94
}

***

{
  "formula": "C3H2S2",
  "method": "ωB97M-V/def2-TZVPD",
  "symbols": ["S", "S", "C", "C", "C", "H", "H"],
  "coordinates": [[-2.105, -0.037, -0.041], [-0.704, 1.563, -0.330], [-0.390, -0.928, -0.204], [0.571, -1.727, -0.442], [0.515, 0.412, 0.186], [1.491, 0.398, -0.387], [0.623, 0.318, 1.219]],
  "forces_ev_per_angstrom": [[2.9, -1.2, -0.4], [-1.0, 0.7, -0.3], [-2.3, 2.5, 0.7], [0.2, -0.5, -0.3], [1.0, -2.4, -2.2], [-1.1, 0.5, 0.8], [0.4, 0.3, 1.7]],
  "lowdin_charge": [0.522, 0.528, -0.693, 0.122, -0.611, 0.093, 0.040],
  "multiplicity": 1,
  "homo_ha": -0.3288,
  "gap_ha": 0.2901,
  "e_tot_ha": -911.6883,
  "e_lumo_ev": -1.05
}

***

{
  "formula": "C3H2S3",
  "method": "ωB97M-V/def2-TZVPD",
  "symbols": ["S", "S", "S", "C", "C", "C", "H", "H"],
  "coordinates": [[-1.777, -1.433, 1.616], [0.755, -2.218, 1.472], [-0.533, -1.699, -1.257], [-0.129, -0.275, -0.195], [-0.510, -1.535, 0.471], [-0.410, -1.730, 2.624], [-0.655, 0.691, -0.285], [0.889, 0.185, -0.200]],
  "forces_ev_per_angstrom": [[-0.4, -0.2, 1.6], [-0.2, 0.1, 0.8], [-0.1, 0.4, -1.4], [1.4, 2.1, -1.5], [1.1, 1.0, -2.3], [-0.4, -0.6, 2.4], [-1.3, -1.2, 0.3], [-0.1, -1.7, 0.1]],
  "lowdin_charge": [0.860, 0.853, 0.833, -0.490, -1.532, -0.696, 0.084, 0.088],
  "multiplicity": 1,
  "homo_ha": -0.3209,
  "gap_ha": 0.3160,
  "e_tot_ha": -1309.9213,
  "e_lumo_ev": -0.13
}

***

{
  "formula": "C3H30N2O12",
  "method": "ωB97M-V/def2-TZVPD",
  "symbols": ["O", "O", "O", "O", "O", "O", "O", "O", "O", "O", "O", "O", "N", "N", "C", "C", "C", "H", "H", "H", "H", "H", "H", "H", "H", "H", "H", "H", "H", "H", "H", "H", "H", "H", "H", "H", "H", "H", "H", "H", "H", "H", "H", "H", "H", "H", "H"],
  "coordinates": [[0.857, -1.175, 2.429], [-1.325, 2.690, 4.161], [-0.149, 0.528, -3.110], [0.900, 3.019, -2.463], [0.277, -0.318, 4.964], [-1.608, 0.266, 2.897], [2.646, 0.880, 1.120], [-1.637, 2.905, -0.047], [-2.906, -1.014, -3.964], [3.553, 1.444, -1.436], [-0.409, -3.206, 0.949], [1.986, -3.544, -0.184], [-2.274, -1.196, -1.015], [1.185, -1.153, -2.455], [-1.654, 0.089, -0.711], [0.295, -0.175, -2.209], [-0.140, 0.031, -0.758], [-0.970, -2.481, 0.630], [2.751, 1.169, 0.190], [3.462, 0.997, 1.594], [0.785, -0.560, 4.170], [-2.792, -0.040, -3.887], [-0.575, -0.711, 4.727], [-2.020, -1.249, -4.253], [0.213, -0.730, -0.054], [-2.154, 0.555, 0.147], [0.516, 2.452, -3.132], [-1.894, -0.597, 3.234], [-0.920, 1.812, 4.230], [-0.784, -4.063, 1.100], [1.305, -1.295, -3.446], [2.557, -4.270, 0.106], [-3.114, -1.277, -0.455], [0.298, 3.007, -1.717], [0.445, -1.992, 2.083], [-1.817, 0.802, -1.520], [4.384, 0.957, -1.428], [0.206, 0.989, -0.359], [1.151, -4.008, -0.377], [-2.554, -1.534, -1.923], [-1.002, 3.007, 0.671], [-0.732, 0.175, 2.473], [1.728, -1.672, -1.785], [-2.126, 2.483, 3.681], [1.557, -1.074, 1.770], [3.391, 1.974, -2.214], [-2.146, 3.716, -0.155]],
  "forces_ev_per_angstrom": [[0.0, -0.6, -0.9], [0.3, 0.0, 0.1], [-0.3, -0.5, -0.3], [0.8, 0.6, 0.0], [-0.1, -0.3, -0.1], [-0.4, -0.1, -0.4], [-0.9, -0.4, -0.4], [0.1, -0.2, -0.3], [0.3, 1.1, -0.1], [-0.3, -0.4, 0.9], [1.2, 1.0, 0.3], [0.1, -0.8, -0.3], [-0.6, -1.2, 2.1], [-0.3, 0.1, -0.8], [-0.7, 0.6, -2.1], [0.3, 0.3, 1.2], [-0.1, -0.1, 1.1], [-0.8, -0.9, -0.4], [0.4, 0.0, 0.5], [0.5, 0.3, -0.1], [0.1, 0.1, 0.2], [-0.3, -0.8, 0.1], [0.2, 0.3, 0.5], [0.2, -0.3, -0.1], [0.3, 0.0, -0.5], [0.8, -0.5, 0.1], [-0.3, -0.4, 0.0], [0.4, 0.3, -0.5], [0.1, 0.2, 0.1], [-1.1, -0.1, -0.1], [0.5, -0.2, 0.1], [0.1, 0.4, -0.1], [0.1, -0.1, 0.0], [-0.3, -0.1, 0.0], [-0.1, -0.1, 0.4], [-0.6, 0.2, 0.0], [-0.1, 0.4, -0.6], [0.3, 0.0, -0.4], [0.3, 0.7, 0.2], [0.5, 0.9, -0.6], [-0.3, 0.4, 0.1], [-0.4, -0.5, 0.4], [-0.3, -0.1, 0.2], [-0.2, 0.0, -0.1], [0.3, 0.7, 0.2], [0.2, 0.0, -0.3], [0.3, 0.0, 0.3]],
  "lowdin_charge": [-0.075, -0.078, 0.004, -0.050, -0.072, -0.073, -0.061, -0.038, -0.068, -0.046, -0.057, -0.075, 0.019, 0.201, -0.286, -0.519, -0.106, 0.034, -0.001, 0.034, -0.002, 0.059, 0.013, 0.031, 0.082, 0.102, 0.008, 0.054, -0.003, 0.056, 0.114, 0.046, 0.070, 0.006, 0.024, 0.089, 0.059, 0.106, 0.033, 0.041, 0.056, 0.036, 0.085, 0.009, 0.037, 0.045, 0.057],
  "smiles": "NCCC(N)=O.O.O.O.O.O.O.O.O.O.O.O",
  "multiplicity": 1,
  "homo_ha": -0.3359,
  "gap_ha": 0.3356,
  "e_tot_ha": -1144.7031,
  "e_lumo_ev": -0.01
}

***

{
  "formula": "C3H30N2O13",
  "method": "ωB97M-V/def2-TZVPD",
  "symbols": ["O", "O", "O", "O", "O", "O", "O", "O", "O", "O", "O", "O", "O", "N", "N", "C", "C", "C", "H", "H", "H", "H", "H", "H", "H", "H", "H", "H", "H", "H", "H", "H", "H", "H", "H", "H", "H", "H", "H", "H", "H", "H", "H", "H", "H", "H", "H", "H"],
  "coordinates": [[0.170, -1.818, -1.937], [1.167, 2.487, -1.083], [-1.313, -3.407, 2.069], [0.281, 1.912, -3.690], [-1.123, -0.366, -2.926], [2.177, 1.095, 2.066], [0.716, -1.004, 1.479], [-2.321, 1.512, 3.065], [3.662, -1.525, -1.515], [-1.467, -1.046, 3.105], [1.969, -3.075, -0.319], [0.366, 2.891, 1.268], [3.323, 1.090, -0.709], [-3.832, 0.554, 0.755], [-0.437, -0.081, -0.731], [-3.114, 0.505, -0.520], [-0.447, -0.817, -1.861], [-1.602, 0.750, -0.257], [1.503, -1.568, 1.127], [-0.642, -1.137, 2.481], [1.151, -0.226, 1.910], [1.500, 1.853, 1.802], [3.261, -2.267, -0.984], [3.453, 0.219, -1.177], [3.580, -1.845, -2.383], [-3.241, -0.421, -1.047], [-2.749, 1.427, 3.995], [-1.342, 1.752, -0.659], [0.552, 2.037, -2.752], [-3.510, -0.204, 1.267], [2.108, 1.272, 3.010], [0.059, -0.630, -0.078], [1.760, 1.683, -1.083], [0.366, 2.597, 0.443], [-1.873, 0.636, 2.958], [-0.495, 2.799, 1.582], [-1.388, 0.762, 0.909], [-1.845, -1.822, 3.407], [1.853, -3.951, -0.606], [3.539, 1.136, 0.138], [-0.701, -2.953, 1.587], [-1.991, -3.782, 1.365], [-3.410, 1.432, -1.116], [1.774, 3.332, -1.101], [-3.555, 1.435, 1.271], [1.261, -2.535, -0.630], [-0.519, 0.454, -3.298], [-0.467, 2.602, -3.673]],
  "forces_ev_per_angstrom": [[1.7, -2.9, 0.5], [1.0, 1.8, -0.9], [-5.0, -3.5, -0.4], [-2.3, 1.2, 1.0], [1.2, 2.6, -0.4], [-1.9, 1.8, 0.0], [1.8, -1.8, -0.6], [-0.9, -0.4, 1.7], [0.0, 0.0, 1.9], [2.6, 4.0, -2.2], [1.3, 0.9, 1.9], [1.6, 2.2, 5.6], [-2.0, -0.5, -7.1], [2.9, 2.5, -2.2], [-3.6, 1.4, -0.1], [-1.8, 2.0, -0.9], [-1.4, 1.4, -2.6], [4.5, 0.3, 2.6], [-1.8, 1.1, 1.2], [-1.9, -0.7, 1.8], [0.5, 0.2, -0.3], [1.3, -1.4, -0.1], [0.3, 0.9, -0.3], [0.4, 0.5, 1.3], [0.0, -0.5, -2.1], [-0.4, -0.4, -0.3], [1.1, 0.3, -2.4], [-0.6, -0.3, 0.4], [0.7, 0.1, -0.1], [-0.1, -2.3, 2.0], [0.7, -0.3, 0.5], [0.5, 0.0, 2.0], [0.6, 1.0, 0.4], [0.4, -1.8, -6.4], [-0.4, 0.2, 0.7], [-2.3, 0.0, 1.4], [-0.5, 0.3, -2.4], [-0.6, -2.8, 0.4], [-0.5, -1.8, -0.6], [1.7, -0.4, 5.8], [2.7, 1.8, -2.1], [2.2, 1.0, 2.3], [0.0, -1.7, 0.5], [-1.5, -2.8, 0.0], [-1.1, -0.8, 0.0], [-1.2, 0.3, -1.3], [-1.6, -1.3, 0.4], [1.5, -1.5, -0.7]],
  "lowdin_charge": [0.157, -0.126, -0.044, -0.060, 0.072, -0.082, -0.103, -0.119, -0.047, -0.077, -0.008, 0.045, -0.005, 0.254, 0.143, -0.131, -0.643, -0.092, 0.124, 0.050, 0.031, 0.062, 0.026, 0.051, 0.030, 0.128, 0.120, 0.130, 0.003, 0.080, 0.070, 0.060, 0.036, -0.095, -0.020, 0.024, 0.133, 0.006, 0.065, -0.041, -0.058, 0.135, 0.161, 0.164, 0.139, -0.012, 0.145, 0.119],
  "multiplicity": 2,
  "s2": 0.757,
  "homo_ha": [-0.5122, -0.5090],
  "charge": 1,
  "gap_ha": [0.4058, 0.1953],
  "e_tot_ha": -1219.5795,
  "e_lumo_ev": [-2.90, -8.54]
}

***

{
  "formula": "C3H31NO11S2",
  "method": "ωB97M-V/def2-TZVPD",
  "symbols": ["S", "S", "O", "O", "O", "O", "O", "O", "O", "O", "O", "O", "O", "N", "C", "C", "C", "H", "H", "H", "H", "H", "H", "H", "H", "H", "H", "H", "H", "H", "H", "H", "H", "H", "H", "H", "H", "H", "H", "H", "H", "H", "H", "H", "H", "H", "H", "H"],
  "coordinates": [[-3.554, 2.179, 0.462], [-4.095, 2.827, -1.371], [1.998, -0.058, 0.286], [1.607, -0.018, 3.311], [0.967, -3.311, 1.910], [4.502, 3.763, -0.288], [-0.246, -3.027, -0.467], [2.248, 2.219, -4.300], [-2.593, -3.005, -2.754], [-1.967, -2.511, 2.360], [-2.694, -1.366, -4.959], [2.089, -2.332, 4.696], [3.568, 2.046, 2.651], [-2.101, -0.573, -0.820], [-1.382, 0.595, -1.294], [-0.867, 1.786, -0.472], [-1.704, 2.299, 0.719], [-2.539, -1.846, 1.934], [2.448, 1.455, -3.760], [1.944, -0.724, 3.868], [-3.361, -0.670, -5.049], [-1.461, 1.633, 1.606], [4.238, 1.604, 3.175], [3.877, 1.869, 1.761], [1.732, 0.225, 1.178], [1.339, -2.556, 5.242], [-0.205, -3.560, -1.266], [-1.838, 1.183, -2.162], [-2.825, -2.528, -3.559], [-4.484, 4.074, -1.113], [-2.961, -0.732, -1.304], [-2.141, -0.544, 0.179], [1.710, -1.002, 0.349], [-1.915, -0.942, -4.601], [-2.000, -2.556, -2.107], [4.079, 4.276, 0.401], [-0.740, 2.658, -1.116], [2.175, 0.751, 3.235], [2.055, -2.869, 3.898], [1.185, -3.205, 0.987], [0.164, -3.149, 2.362], [0.116, 1.459, -0.059], [4.819, 3.011, 0.218], [-1.505, -3.047, 1.712], [-0.431, 0.089, -1.690], [2.813, 2.982, -4.192], [-0.667, -2.191, -0.706], [-1.397, 3.341, 0.906]],
  "forces_ev_per_angstrom": [[0.5, -0.2, 1.2], [0.3, -0.2, -0.6], [-0.6, -1.2, 0.4], [-1.1, 0.5, -0.9], [3.2, -1.1, 1.5], [0.0, -0.2, 0.2], [0.2, -0.1, 0.0], [-1.1, -0.1, -0.9], [0.4, -0.9, 1.4], [-0.3, 0.5, 0.6], [-0.6, 0.1, -0.2], [0.6, 0.3, 0.0], [0.1, 0.1, 0.0], [0.7, 0.2, 0.4], [2.1, 0.6, -3.2], [0.3, -0.5, 1.8], [0.1, -0.7, -0.3], [0.6, -0.8, 0.0], [0.6, 0.5, 0.3], [0.4, -0.1, 0.3], [0.2, -0.2, 0.0], [-0.8, 1.0, -0.7], [0.2, 0.0, 0.4], [-0.3, -0.1, -0.5], [0.2, 0.0, 0.1], [-0.3, -0.2, 0.1], [-0.1, 0.0, -0.1], [-0.1, -1.7, 0.8], [0.5, 0.6, 0.2], [0.0, 0.4, 0.2], [-0.7, 0.1, 0.4], [-0.8, -0.1, 0.4], [0.5, 1.0, -0.3], [0.3, 0.3, 0.0], [-1.0, 0.1, -1.4], [-0.2, 0.4, 0.0], [0.3, -0.4, -0.3], [0.5, -0.1, 0.4], [-0.3, -0.2, -0.2], [-1.6, 0.3, -0.2], [-1.3, 0.8, -0.7], [-0.5, 0.7, -0.3], [0.3, -0.2, -0.3], [-0.4, 0.2, -0.8], [-0.9, 1.4, 0.0], [0.5, -0.4, 0.6], [-0.3, 0.3, -0.1], [-0.3, -0.5, 0.3]],
  "lowdin_charge": [0.386, 0.314, -0.080, -0.068, -0.039, -0.045, -0.051, -0.059, -0.085, -0.048, -0.039, -0.040, -0.030, -0.003, -0.318, -0.277, -0.496, 0.043, 0.028, -0.014, 0.067, 0.092, 0.059, 0.028, -0.001, 0.056, 0.061, 0.097, -0.019, -0.204, 0.075, 0.051, 0.037, 0.047, -0.004, 0.033, 0.103, -0.012, 0.030, 0.015, -0.008, 0.089, 0.012, 0.006, 0.113, 0.029, 0.000, 0.071],
  "smiles": "NCCCSS.O.O.O.O.O.O.O.O.O.O.O",
  "multiplicity": 1,
  "homo_ha": -0.3373,
  "gap_ha": 0.3401,
  "e_tot_ha": -1811.5999,
  "e_lumo_ev": 0.08
}

***

{
  "formula": "C3H31NO12",
  "method": "ωB97M-V/def2-TZVPD",
  "symbols": ["O", "O", "O", "O", "O", "O", "O", "O", "O", "O", "O", "O", "N", "C", "C", "C", "H", "H", "H", "H", "H", "H", "H", "H", "H", "H", "H", "H", "H", "H", "H", "H", "H", "H", "H", "H", "H", "H", "H", "H", "H", "H", "H", "H", "H", "H", "H"],
  "coordinates": [[-1.814, 0.537, -2.471], [0.608, 4.057, -0.102], [-2.299, -2.151, -1.427], [-3.071, 1.977, -0.324], [-0.328, -3.810, 0.361], [0.284, -2.415, -1.963], [1.683, -2.491, 2.324], [-1.159, -2.590, 3.001], [-0.836, 2.537, 1.680], [-1.563, -0.059, 2.148], [0.316, 2.809, -2.577], [0.116, 0.071, -4.376], [1.592, 0.360, 2.361], [1.927, 0.286, 1.015], [3.203, 0.963, 0.640], [0.998, -0.211, 0.203], [0.067, -0.345, -3.515], [-2.006, -0.215, 1.305], [-2.370, 2.358, 0.219], [-2.995, -2.269, -2.085], [-2.545, 0.681, -3.098], [0.006, -0.439, 0.585], [0.804, -0.245, 2.538], [3.825, 1.204, 1.504], [3.002, 1.942, 0.201], [3.794, 0.439, -0.107], [2.318, 0.406, 3.061], [0.118, -1.543, -1.601], [0.846, 3.470, -3.024], [0.064, 3.212, -1.728], [-2.625, 1.401, -0.966], [-0.794, 1.598, 1.964], [1.575, -2.147, 1.429], [0.048, -3.204, -0.319], [2.483, -2.076, 2.664], [-1.448, 2.906, 2.325], [-0.420, -2.406, 3.600], [-0.256, 3.888, 0.283], [-1.258, -0.969, 2.331], [-0.714, -3.010, 2.251], [1.305, 3.907, 0.532], [-2.241, -2.987, -0.944], [1.075, -0.294, -0.868], [-1.415, 1.387, -2.746], [0.117, -4.656, 0.228], [0.568, 0.913, -4.309], [-0.584, -2.777, -2.201]],
  "forces_ev_per_angstrom": [[-0.7, 1.5, -0.7], [-0.1, 0.7, -1.2], [-0.3, -0.3, 0.0], [-0.1, 0.1, 0.0], [0.0, 0.2, -0.1], [0.6, -0.6, -0.2], [0.1, -0.5, 0.4], [0.4, 0.2, 0.1], [-0.3, -0.1, 0.4], [0.1, -0.2, -0.4], [-0.5, -0.4, -0.1], [0.0, -0.3, -1.0], [0.0, 0.3, -0.2], [-0.1, 0.6, 0.7], [0.4, 0.5, -0.3], [-0.6, -0.4, -0.9], [0.1, 0.3, 0.2], [-0.4, 0.5, -0.1], [0.1, -0.2, 0.1], [0.0, 0.1, 0.2], [-0.3, -1.1, 0.3], [0.4, -0.1, 0.1], [0.2, 0.2, 0.7], [0.0, -0.4, 0.1], [-0.3, 0.0, -0.1], [0.0, -0.3, 0.1], [-0.2, -0.1, -0.2], [-0.5, 0.1, -0.1], [0.0, 0.2, 0.0], [0.6, 0.0, -0.1], [0.0, 0.0, 0.1], [0.0, 0.1, -0.4], [0.1, 0.1, -0.1], [0.0, -0.4, 0.1], [-0.1, 0.0, -0.1], [0.0, 0.1, 0.0], [-0.1, -0.2, -0.1], [0.4, -0.3, 0.8], [-0.3, -0.2, 0.7], [0.0, -0.4, -0.2], [-0.3, -0.3, 0.5], [-0.2, 0.0, 0.1], [0.6, 0.5, -0.1], [1.1, -0.3, 0.6], [0.0, 0.2, 0.1], [0.1, 0.0, 0.5], [0.1, 0.6, 0.0]],
  "lowdin_charge": [-0.076, -0.055, -0.054, -0.072, -0.063, -0.061, -0.062, -0.053, -0.078, -0.076, -0.060, -0.057, 0.089, -0.461, -0.026, 0.016, -0.008, 0.055, -0.011, 0.064, 0.078, 0.056, 0.060, 0.076, 0.077, 0.086, 0.098, -0.018, 0.043, 0.009, -0.017, 0.011, 0.006, 0.008, 0.046, 0.064, 0.052, 0.018, -0.005, 0.005, 0.041, 0.042, 0.055, 0.035, 0.066, 0.018, 0.040],
  "multiplicity": 1,
  "homo_ha": -0.3138,
  "gap_ha": 0.3230,
  "e_tot_ha": -1090.5185,
  "e_lumo_ev": 0.25
}

***

Which of these has the highest multiplicity?
C3H30N2O13

***

Look up the multiplicity of the seventh one.
2

***

Look up the multiplicity of the third one.
1

***

Which formula does entry 6 have?
C3H30N2O12